# 1
{"formula": "C3H3NO", "method": "wB97M-V/def2-TZVPD", "symbols": ["C", "C", "O", "C", "N", "H", "H", "H"], "xyz": [[-0.6815, 0.4670, -0.5757], [-0.1498, 0.8727, 0.5920], [0.7481, -0.1116, 1.0018], [0.8163, -0.9594, -0.1203], [0.0315, -0.6594, -1.0877], [-1.5723, 0.7710, -1.0725], [-0.6268, 1.4148, 1.4711], [1.4345, -1.7950, -0.2087]], "total_charge": 0, "smiles": "c1cocn1", "orbital_gap_ev": 10.8, "mol_weight_g_mol": 69.06, "e_homo_ha": -0.3573, "relative_energy_kcal_mol": 13.6, "lumo_ha": 0.0391}

***

# 2
{"formula": "C14H26Br10N2O3", "method": "wB97M-V/def2-TZVPD", "symbols": ["O", "N", "O", "C", "C", "N", "C", "O", "C", "H", "H", "H", "H", "H", "H", "Br", "C", "C", "Br", "H", "H", "H", "H", "Br", "C", "C", "Br", "H", "H", "H", "H", "Br", "C", "C", "Br", "H", "H", "H", "H", "Br", "C", "C", "Br", "H", "H", "H", "H", "Br", "C", "C", "Br", "H", "H", "H", "H"], "xyz": [[3.0203, 3.4735, 3.0848], [2.9345, 3.3091, 1.9512], [1.8750, 4.2759, 1.4497], [0.6149, 3.6213, 1.0424], [-0.6911, 4.3030, 1.6019], [-1.7641, 3.2978, 1.8058], [-1.1310, 2.0306, 1.8026], [-1.6106, 0.9418, 2.0391], [0.3707, 2.1793, 1.5014], [0.4548, 3.7461, -0.0122], [-0.5344, 4.8855, 2.5121], [-1.0412, 4.9418, 0.7884], [-2.0504, 3.4007, 2.7782], [0.7768, 1.5018, 0.7452], [0.7857, 2.0078, 2.4975], [3.0607, 0.8008, 2.8870], [4.5494, -0.4541, 2.9725], [4.3770, -1.4500, 4.0882], [4.7675, -0.6539, 5.8201], [5.4528, 0.1395, 3.0678], [4.5496, -0.9601, 2.0090], [5.0874, -2.2673, 3.9825], [3.3706, -1.8517, 4.1445], [-4.3700, -3.5799, 0.1433], [-3.7956, -2.8372, 1.8524], [-2.4995, -2.0852, 1.7286], [-0.9813, -3.2947, 1.5815], [-3.7429, -3.6679, 2.5486], [-4.5953, -2.1638, 2.1536], [-2.3124, -1.4976, 2.6232], [-2.4646, -1.4340, 0.8638], [2.6296, 3.5910, -0.4039], [3.2220, 2.7988, -2.1190], [4.6961, 3.0086, -2.3519], [5.0764, 4.8374, -2.9074], [2.6062, 3.2307, -2.9035], [3.0015, 1.7341, -2.0336], [5.0560, 2.3854, -3.1686], [5.2949, 2.8182, -1.4658], [-5.1174, -5.9049, -2.8095], [-3.2963, -5.2597, -3.0449], [-3.1562, -4.4535, -4.3077], [-3.1056, -5.5913, -5.8843], [-2.6479, -6.1296, -3.0230], [-3.0976, -4.6411, -2.1716], [-2.2088, -3.9182, -4.3127], [-3.9704, -3.7500, -4.4532], [-2.4768, 0.7661, -4.2691], [-2.4146, -0.9080, -3.2811], [-2.1484, -0.6788, -1.8194], [-0.2767, -0.2564, -1.4920], [-1.6604, -1.5270, -3.7568], [-3.3956, -1.3584, -3.4212], [-2.3398, -1.5879, -1.2515], [-2.7335, 0.1358, -1.4030]], "total_charge": 0, "orbital_gap_ev": 8.6, "mol_weight_g_mol": 1069.41, "e_homo_ha": -0.3521, "lumo_ha": -0.0361}

***

# 3
{"formula": "C4H11N2O", "method": "wB97M-V/def2-TZVPD", "symbols": ["N", "C", "C", "O", "C", "C", "N", "H", "H", "H", "H", "H", "H", "H", "H", "H", "H", "H"], "xyz": [[0.3882, 1.5971, 0.3125], [0.0814, 0.3813, 1.1600], [-1.3759, 0.3115, 1.2397], [-2.0658, -0.1915, 0.4053], [0.6948, -0.9005, 0.5744], [0.4597, -1.2779, -0.9287], [-0.0513, -0.1247, -1.7207], [-0.5171, 2.0638, 0.2476], [1.1739, 2.1869, 0.5109], [0.4998, 0.5191, 2.1461], [-1.5164, 1.2374, 1.8728], [0.2038, -1.7093, 1.2280], [1.6407, -1.0056, 1.0838], [-0.2761, -2.0821, -0.9632], [1.3385, -1.4434, -1.5269], [-1.0829, -0.0774, -1.4443], [-0.0280, -0.2577, -2.7386], [0.4327, 0.7731, -1.4589]], "total_charge": 1, "smiles": "N[C@@H](C=O)CC[NH3+]", "orbital_gap_ev": 10.7, "mol_weight_g_mol": 103.14, "e_homo_ha": -0.5290, "relative_energy_kcal_mol": 67.3, "lumo_ha": -0.1351}

***

# 4
{"formula": "C3H10N2O2", "method": "wB97M-V/def2-TZVPD", "symbols": ["N", "N", "C", "O", "H", "H", "H", "H", "C", "O", "C", "H", "H", "H", "H", "H", "H"], "xyz": [[0.1923, -0.6137, 2.7005], [0.7711, -1.0448, 1.4901], [-0.0321, -1.5900, 0.4912], [-1.2494, -1.6989, 0.5697], [-0.6924, -0.1554, 2.4511], [-0.1176, -1.4456, 3.2133], [1.7809, -1.0121, 1.3755], [0.5657, -2.0070, -0.3371], [-0.7722, 0.4322, -2.1100], [0.4903, 0.4921, -1.4564], [0.5745, 1.6433, -0.5436], [-1.5679, 0.2885, -1.3726], [-0.7656, -0.4148, -2.8015], [-0.9522, 1.3428, -2.6902], [1.5916, 1.7401, -0.1589], [0.3108, 2.5457, -1.1014], [-0.1280, 1.4976, 0.2804]], "total_charge": 0, "smiles": "NNC=O.COC", "orbital_gap_ev": 10.6, "mol_weight_g_mol": 106.12, "e_homo_ha": -0.3559, "relative_energy_kcal_mol": 60.9, "lumo_ha": 0.0338}